--- A ---
C4H8N2S | wB97M-V/def2-TZVPD

## Properties
Kohn-Sham gap, hartree: 0.3296
SMILES: C=NS/C=C\NC
Total charge: 0
HOMO level, Eh: -0.297

Last column: Löwdin charge in e.
Cartesian coordinates (Å):
C: 1.4312 -1.7409 -1.0273  -0.1395
N: 1.0406 -1.0349 -1.9811  -0.3766
S: 0.6456 0.6209 -2.0065  0.8574
C: 0.9548 1.4757 -0.4657  -0.4154
C: 0.1413 1.2220 0.5057  -0.2664
N: -1.0083 0.4999 0.3133  -0.1212
C: -1.8704 -0.1866 1.2680  -0.0645
H: 1.8280 -2.5875 -1.3690  0.0176
H: 1.7388 -1.2967 -0.0739  0.0747
H: 1.8192 2.0879 -0.4708  0.0399
H: 0.2543 1.5349 1.4920  0.1012
H: -1.0774 0.2892 -0.6487  0.0280
H: -1.7883 -1.2684 0.9817  0.0975
H: -1.3365 0.0342 2.2765  0.1121
H: -2.7732 0.3504 1.2059  0.0554

--- B ---
C4H8N2S | wB97M-V/def2-TZVPD

## Properties
Kohn-Sham gap (alpha / beta), hartree: 0.3096 / 0.2868
Total charge: 0
HOMO level (alpha / beta), Eh: -0.304 / -0.270

Last column: Löwdin charge in e.
Cartesian coordinates (Å):
C: -0.2079 0.1337 0.1229  -0.5073
C: 1.9390 -1.9840 -0.8335  -0.8334
C: -0.9378 1.4106 0.0713  -0.0723
C: -0.5167 -0.6841 1.3562  -0.0164
N: 0.6000 -0.0416 -0.8141  0.1762
N: 1.7705 -2.3248 -2.0482  0.0319
S: 2.8759 -2.4821 0.3552  0.6224
H: -0.5832 2.0691 -0.8182  0.1206
H: -1.9465 1.3623 0.1580  0.0432
H: -0.6642 1.9949 0.9036  0.0642
H: -0.5283 0.0351 2.0706  0.0446
H: -1.4153 -1.1290 1.3588  0.0425
H: 0.2122 -1.4973 1.5183  0.0700
H: 1.0546 -1.8123 -2.5829  0.1095
H: 2.1382 -3.1964 -2.3853  0.1043

--- C ---
C4H8N2S | wB97M-V/def2-TZVPD

## Properties
Kohn-Sham gap, hartree: 0.3438
SMILES: [H]/N=C/NSC1CC1
Total charge: 0
HOMO level, Eh: -0.311

Last column: Löwdin charge in e.
Cartesian coordinates (Å):
H: 2.6418 -2.9286 1.9953  0.0580
N: 2.4948 -2.2659 1.1680  0.0192
C: 1.7071 -1.2612 1.4420  -0.3335
N: 1.3970 -0.2168 0.4664  -0.4043
S: 0.3928 1.0920 0.7379  0.8992
C: -0.9153 0.4316 -0.2483  -0.6453
C: -1.9193 1.4257 -0.6510  -0.2011
C: -1.0843 0.7544 -1.6764  -0.1776
H: 1.2481 -1.1068 2.4660  0.1147
H: 1.5287 -0.3308 -0.5581  0.1030
H: -1.0870 -0.5351 0.2182  0.1023
H: -1.8726 2.4789 -0.3412  0.1022
H: -2.9973 1.0727 -0.4140  0.1327
H: -1.2285 -0.0065 -2.5531  0.1464
H: -0.3060 1.3964 -2.0517  0.0841

Most stable: C (next structure +5.1 kcal/mol)

--- A ---
C3H9NOS | wB97M-V/def2-TZVPD

## Properties
Kohn-Sham gap, hartree: 0.3664
SMILES: N[C@H](CO)CS
Total charge: 0
HOMO level, Eh: -0.334

Last column: Löwdin charge in e.
Cartesian coordinates (Å):
N: 0.3476 -0.2817 1.5887  0.0391
C: -0.1422 -0.1917 0.2053  -0.4918
C: 1.0106 -0.6305 -0.6757  -0.2168
O: 1.2535 -2.0367 -0.3552  -0.0709
C: -0.5587 1.2580 -0.1293  -0.4472
S: -2.4271 1.3431 0.1307  0.6588
H: -0.3881 -0.0445 2.2614  0.0765
H: 0.3666 -1.2943 1.7524  0.0754
H: -1.0052 -0.8156 -0.0035  0.1057
H: 1.9424 -0.0459 -0.6187  0.1285
H: 0.8534 -0.6107 -1.7480  0.1107
H: 2.1282 -2.1628 -0.6877  0.0630
H: -0.5693 1.4117 -1.2035  0.0554
H: -0.0762 2.0310 0.4524  0.0710
H: -2.7355 2.0707 -0.9693  -0.1573

--- B ---
C3H9NOS | wB97M-V/def2-TZVPD

## Properties
Kohn-Sham gap, hartree: 0.3855
SMILES: CC[S@](C)(=N)=O
Total charge: 0
HOMO level, Eh: -0.354

Last column: Löwdin charge in e.
Cartesian coordinates (Å):
C: -1.8709 -0.5578 0.8263  -0.1472
C: -1.0000 -0.0289 -0.3321  -0.3068
S: 0.7959 -0.2078 0.0771  0.6396
C: 1.4879 1.2328 -0.5368  -0.2064
N: 1.5588 -1.2301 -0.7460  -0.2121
O: 0.7686 -0.2662 1.5464  -0.3892
H: -2.0689 0.2696 1.5375  0.0789
H: -2.7678 -0.9716 0.4981  0.0402
H: -1.2208 -1.2133 1.5257  0.0931
H: -1.3526 1.0974 -0.5926  0.1355
H: -1.2059 -0.5376 -1.2795  0.0781
H: 2.2769 1.6953 0.1345  0.0957
H: 2.2600 0.9207 -1.3552  0.1051
H: 0.7932 1.9567 -0.7860  0.0209
H: 1.5455 -2.1593 -0.5174  -0.0254

Most stable: A (next structure +45.8 kcal/mol)

--- A ---
C2H9N2S | wB97M-V/def2-TZVPD

## Properties
Kohn-Sham gap, hartree: 0.3640
Total charge: +1
HOMO level, Eh: -0.486

Last column: Löwdin charge in e.
Cartesian coordinates (Å):
S: 1.0921 0.4197 3.5241  0.4937
H: 0.1512 0.1601 4.4436  -0.1973
H: 2.0187 -0.2214 4.2463  -0.1920
C: -0.3465 -0.6536 -1.6074  -0.1862
C: -0.3110 0.5704 -1.0812  -0.1000
N: -0.3891 0.7162 0.3867  0.1639
N: -0.3361 -0.9595 -2.9291  0.1009
H: -0.4331 -1.4987 -0.9349  0.1345
H: -0.1769 1.4993 -1.6102  0.1237
H: -1.3077 1.0562 0.6779  0.1710
H: -0.2285 -0.1808 0.8540  0.1232
H: 0.3254 1.3647 0.7364  0.1396
H: 0.1515 -0.3399 -3.5560  0.1157
H: -0.2099 -1.9327 -3.1501  0.1093

--- B ---
C2H9N2S | wB97M-V/def2-TZVPD

## Properties
Kohn-Sham gap, hartree: 0.3605
Total charge: +1
HOMO level, Eh: -0.472

Last column: Löwdin charge in e.
Cartesian coordinates (Å):
C: 1.0436 -0.4719 -1.0330  -0.0755
C: -0.3462 -1.0559 -1.2058  -0.1742
N: -0.4693 -2.3032 -0.8206  0.1222
N: 0.2165 -0.1566 0.1106  0.0841
S: -0.3117 3.2616 2.3389  0.4421
H: 1.8641 -1.1058 -0.8577  0.1153
H: 1.4293 0.2743 -1.7359  0.1422
H: -1.2582 -0.4857 -1.5338  0.1874
H: 0.3217 -2.8067 -0.5240  0.1067
H: -1.3257 -2.8301 -0.6504  0.1458
H: -1.6560 3.0505 2.3023  -0.2008
H: 0.0659 0.8220 0.4848  0.1390
H: 0.5674 -0.8000 0.8339  0.1563
H: -0.1413 4.6074 2.2907  -0.1907

Most stable: A (next structure +27.5 kcal/mol)

--- A ---
ClH4N2OP | wB97M-V/def2-TZVPD

## Properties
Kohn-Sham gap (alpha / beta), hartree: 0.3629 / 0.3628
SMILES: NP(O)NCl
Total charge: 0
HOMO level (alpha / beta), Eh: -0.349 / -0.349

Last column: Löwdin charge in e.
Cartesian coordinates (Å):
N: 0.7581 0.9442 0.8430  -0.1207
P: -0.9329 0.5353 -0.5047  0.8325
O: -1.6018 -0.2397 0.7458  -0.3759
N: -0.2797 -0.9685 -1.0584  -0.7340
Cl: 0.7814 -1.2057 -2.4121  0.4882
H: 0.5311 1.8328 1.1675  -0.0682
H: 1.4986 1.0739 0.1933  -0.0522
H: -0.8436 -0.6616 1.2149  0.0428
H: 0.0889 -1.3107 -0.1894  -0.0125

--- B ---
ClH4N2OP | wB97M-V/def2-TZVPD

## Properties
Kohn-Sham gap, hartree: 0.3571
SMILES: O=PNCl.N
Total charge: 0
HOMO level, Eh: -0.358

Last column: Löwdin charge in e.
Cartesian coordinates (Å):
O: -1.9722 -2.3951 0.6860  -0.4981
P: -2.4958 -1.6347 -0.4420  0.7005
N: -2.8540 -0.2112 0.3616  -0.7823
Cl: -3.6749 1.1546 -0.2189  0.4939
H: -2.1070 0.0345 1.0519  0.0416
N: -0.2406 1.3634 -0.6638  -0.0337
H: -0.2254 2.1718 -0.0117  0.0236
H: -0.5166 1.6434 -1.6444  0.0308
H: 0.6652 0.8715 -0.8266  0.0236

Most stable: B (next structure +19.6 kcal/mol)